Entry 1:
# C5H12NOS

C5H12NOS as an isolated structure (ωB97M-V/def2-TZVPD, OMol25).

Each line ends with the Löwdin charge.
Geometry (Å):
S 2.7826 -0.0118 -0.0160  0.868
O -3.1555 0.3491 -1.2587  0.145
N -1.6886 0.7077 1.8618  0.239
C 0.2118 -0.5942 0.8945  -0.116
C -3.0572 -1.0000 -1.1232  0.193
C 4.3197 0.3432 -0.8052  -0.464
C -1.1739 -0.1055 0.8911  -0.221
C -0.2128 0.6037 -0.0391  -0.061
H -2.3086 0.2656 2.5437  0.164
H -2.2052 1.5068 1.4887  0.153
H 4.9910 -0.5321 -0.8445  0.060
H -2.5090 -1.6348 -1.8227  0.165
H 0.3242 1.5119 0.2217  0.117
H -2.4642 -0.1050 -0.4528  0.121
H 0.6712 -0.3292 1.8433  0.125
H -0.2689 0.2848 -1.0777  0.123
H 4.1899 0.6198 -1.8712  0.070
H -3.9265 -1.5016 -0.6830  0.163
H 0.6465 -1.5102 0.5105  0.104
H 4.8336 1.1316 -0.2612  0.052

Values from the calculation:
- net charge = +2
- energy above the lowest of the compared OMol25 structures with the same formula, charge and spin (eV) = 8.132
- orbital gap (spin up / spin down) (hartree) = 0.12551 / 0.12844
- 2S+1 = 2
- E_HOMO (spin up / spin down) (eV) = -16.01 / -15.89
- LUMO energy (spin up / spin down) (eV) = -12.597 / -12.392



Entry 2:
# C5H12NS

An isolated ion of composition C5H12NS and charge -1 (ωB97M-V/def2-TZVPD, OMol25).

Each line ends with the Löwdin charge.
Geometry (Å):
S 2.0472 2.0063 0.7293  0.061
N -1.0951 -0.4384 -0.0968  -0.085
C 0.3040 -0.0285 -0.1724  -0.503
C -3.0898 -1.7035 -0.9679  -0.111
C -1.6437 -1.2286 -1.1467  -0.333
C 1.2126 -1.2485 0.0308  -0.094
C 0.5649 0.9657 0.9864  -0.762
H -1.7302 0.2068 0.3488  0.099
H 1.2894 -1.8967 -0.8460  0.055
H -1.5171 -0.8153 -2.1644  0.102
H 2.2088 -0.9688 0.3648  0.045
H 0.4522 0.5460 -1.0948  0.108
H -1.0924 -2.1791 -1.2399  0.100
H 0.6883 -1.7225 0.8699  0.076
H 0.5628 0.5795 2.0040  0.035
H -0.3298 1.6161 0.9179  0.027
H -3.0785 -2.5236 -0.2447  0.062
H -3.3997 -2.0802 -1.9428  0.059
H -3.8267 -0.9997 -0.5757  0.060

Values from the calculation:
- net charge = -1
- energy above the lowest of the compared OMol25 structures with the same formula, charge and spin (eV) = 0.525
- orbital gap (hartree) = 0.21075
- structure (SMILES) = CCN[C@H](C)C[S-]
- E_HOMO (eV) = -2.25
- LUMO energy (eV) = 3.485



Entry 3:
# C5H12NS

An isolated ion of composition C5H12NS and charge -1 (ωB97M-V/def2-TZVPD, OMol25).

Each line ends with the Löwdin charge.
Geometry (Å):
S -3.8725 0.0329 0.9306  0.051
N 0.2510 -0.2405 1.3935  -0.109
C -1.1866 -0.1324 1.6393  -0.344
C 1.9143 -0.0920 -1.9295  -0.135
C 0.9428 0.4699 0.3761  -0.260
C 0.6550 -0.0524 -1.0609  -0.261
C -2.1133 -0.0169 0.4317  -0.811
H -0.0915 0.5477 -1.5789  0.087
H 2.0331 0.5005 0.4098  0.097
H -2.0312 -0.9178 -0.1799  0.020
H 2.5569 0.7490 -1.6716  0.059
H -1.8047 0.8305 -0.1803  0.026
H 2.5332 -0.9634 -1.6903  0.061
H 0.6154 1.5192 0.4582  0.111
H -1.5307 -1.0066 2.1934  0.084
H 1.6580 -0.2533 -2.9759  0.061
H 0.7229 -0.6907 2.1537  0.088
H -1.4225 0.7382 2.2542  0.077
H 0.1702 -1.0220 -0.9733  0.096

Values from the calculation:
- net charge = -1
- energy above the lowest of the compared OMol25 structures with the same formula, charge and spin (eV) = 0.884
- orbital gap (hartree) = 0.20876
- structure (SMILES) = CCCNCC[S-]
- E_HOMO (eV) = -2.21
- LUMO energy (eV) = 3.470



Entry 4:
# C5H12NS

A 2-piece molecular cluster, C5H12NS overall (ωB97M-V/def2-TZVPD, OMol25).

Each line ends with the Löwdin charge.
Geometry (Å):
S -4.6882 -0.0207 0.1172  0.533
N -0.1224 0.1501 -0.3324  0.059
C 1.4771 -1.5353 0.8366  -0.007
C 0.1633 -0.5715 -1.3377  0.213
C -0.9890 1.2655 0.1042  0.041
C 1.2454 -0.5027 -0.2652  -0.365
C 2.4913 0.2302 -0.5197  -0.033
H -4.0251 1.0969 0.3223  -0.257
H 0.5607 -2.1568 0.9988  0.112
H 2.4768 -1.9951 0.6637  0.106
H -1.0129 1.2450 1.2213  0.122
H 2.8422 0.9418 0.2512  0.121
H 3.3375 -0.4674 -0.5821  0.105
H 1.7572 -1.0637 1.7543  0.082
H -0.0262 -0.8763 -2.3589  0.165
H -0.5595 2.2656 0.0083  0.113
H -5.6716 0.1842 0.9120  -0.244
H -1.9736 1.1902 -0.3203  0.054
H 2.7168 0.6201 -1.4733  0.079

Values from the calculation:
- net charge = +1
- energy above the lowest of the compared OMol25 structures with the same formula, charge and spin (eV) = 3.821
- orbital gap (hartree) = 0.28581
- E_HOMO (eV) = -12.65
- LUMO energy (eV) = -4.878



Entry 5:
# C5H12NS

An isolated ion of composition C5H12NS and charge +1 (ωB97M-V/def2-TZVPD, OMol25).

Each line ends with the Löwdin charge.
Geometry (Å):
S 1.3919 -0.2884 -1.6368  0.888
N 1.0437 1.4797 0.3959  0.167
C 1.1525 -0.7939 2.2144  0.046
C -1.0704 0.4063 -0.6264  -0.283
C 0.3299 0.3151 -0.1630  -0.653
C -1.6257 -0.6098 -1.5825  -0.088
C 0.5138 -0.8883 1.0245  -0.099
H 1.6969 0.1379 2.4491  0.065
H 2.0201 1.1898 0.3819  0.142
H 1.7049 -1.3898 -1.1652  -0.183
H -1.1995 1.4857 -0.8666  0.132
H 0.8268 -1.5378 2.9163  0.076
H 0.7842 1.8565 1.3189  0.181
H -2.6533 -0.5980 -1.5558  0.068
H -1.2953 -1.5742 -1.2602  0.081
H 0.2752 -1.8405 0.6350  0.083
H 0.8893 2.2806 -0.2334  0.176
H -1.7147 0.2401 0.3110  0.151
H -1.2396 -0.3629 -2.5193  0.050

Values from the calculation:
- net charge = +1
- energy above the lowest of the compared OMol25 structures with the same formula, charge and spin (eV) = 2.807
- orbital gap (hartree) = 0.38082
- structure (SMILES) = C=C[C@@]([NH3+])(S)CC
- E_HOMO (eV) = -13.90
- LUMO energy (eV) = -3.540



Entry 6:
# C5H12O

A 3-piece molecular cluster, C5H12O overall (ωB97M-V/def2-TZVPD, OMol25).

Each line ends with the Löwdin charge.
Geometry (Å):
O -1.2244 0.6249 -1.3324  0.014
C -1.9224 -0.7241 0.4966  -0.036
C -0.6665 1.5270 0.7982  -0.033
C 2.2225 -0.8053 -0.4441  -0.096
C 1.3889 -1.1865 0.5149  -0.096
C -1.2430 0.4749 -0.1290  -0.519
H 1.2918 -0.6229 1.4398  0.049
H -1.9947 -1.5275 -0.2394  0.086
H -2.9379 -0.4340 0.7925  0.090
H 0.7461 0.8462 -2.3727  0.027
H 2.3096 -1.3640 -1.3710  0.049
H 0.7677 -2.0718 0.4077  0.054
H -1.3917 2.3441 0.8846  0.090
H 1.4377 0.8218 -2.6509  0.045
H -0.4601 1.1487 1.8034  0.071
H 2.8363 0.0868 -0.3515  0.051
H -1.4056 -1.0757 1.3942  0.070
H 0.2460 1.9375 0.3588  0.083

Values from the calculation:
- net charge = 0
- energy above the lowest of the compared OMol25 structures with the same formula, charge and spin (eV) = 2.113
- orbital gap (hartree) = 0.39135
- structure (SMILES) = CC(C)=O.[H][H].C=C
- E_HOMO (eV) = -9.69
- LUMO energy (eV) = 0.961



Entry 7:
# C5H12O

C5H12O as an isolated structure (ωB97M-V/def2-TZVPD, OMol25).

Each line ends with the Löwdin charge.
Geometry (Å):
O 1.0115 -0.0399 0.8387  -0.115
C -1.4096 -2.1871 0.5068  -0.098
C 2.1374 0.6381 0.4257  -0.113
C 0.1715 1.9845 -0.9106  -0.091
C -1.2420 -0.6676 0.3677  -0.212
C 0.1199 -0.2594 -0.0799  -0.230
H 0.6693 2.9285 -1.1842  0.026
H -1.4501 -0.1746 1.3236  0.121
H 0.4822 -0.5587 -1.0645  0.137
H -0.7251 -2.5837 1.2636  0.077
H -1.9631 -0.2804 -0.3638  0.117
H -0.2144 1.5568 -1.8398  0.020
H 2.7621 0.8661 1.2870  0.072
H 1.2747 1.5358 -0.3012  0.035
H 2.6709 0.1348 -0.3874  0.081
H -2.4328 -2.4374 0.8059  0.072
H -1.2026 -2.6992 -0.4395  0.075
H -0.6598 2.2434 -0.2482  0.026

Values from the calculation:
- net charge = 0
- energy above the lowest of the compared OMol25 structures with the same formula, charge and spin (eV) = 4.661
- orbital gap (spin up / spin down) (hartree) = 0.30128 / 0.30124
- E_HOMO (spin up / spin down) (eV) = -7.48 / -7.48
- LUMO energy (spin up / spin down) (eV) = 0.713 / 0.713



Entry 8:
# C5H12O

One molecule with the formula C5H12O (ωB97M-V/def2-TZVPD, OMol25).

Each line ends with the Löwdin charge.
Geometry (Å):
O 1.0332 -0.9958 1.2246  -0.052
C -1.7354 -0.9568 -0.2301  -0.083
C -0.7469 1.1613 0.6559  -0.106
C 1.7913 0.2230 -0.6606  -0.082
C -0.6154 0.0446 -0.3026  -0.459
C 0.7641 -0.5994 -0.1419  -0.480
H -1.8482 -1.2470 0.8599  0.097
H -2.6193 -0.4307 -0.6382  0.080
H 2.7805 -0.2442 -0.3594  0.115
H 1.8394 0.2368 -1.7659  0.101
H 1.4189 -0.1953 1.6951  0.118
H 0.6543 -1.5224 -0.6597  0.129
H -1.5656 2.0022 0.5009  0.119
H -0.7140 0.8482 1.7170  0.084
H 0.1374 1.9088 0.4872  0.089
H -0.7100 0.4589 -1.2939  0.132
H 1.6853 1.2723 -0.2927  0.085
H -1.5496 -1.9646 -0.7955  0.112

Values from the calculation:
- net charge = 0
- energy above the lowest of the compared OMol25 structures with the same formula, charge and spin (eV) = 1.189
- orbital gap (hartree) = 0.40783
- structure (SMILES) = CC(C)[C@@H](C)O
- E_HOMO (eV) = -10.14
- LUMO energy (eV) = 0.962